No. 1
{
  "formula": "C6H13N2O",
  "method": "ωB97M-V/def2-TZVPD",
  "elements": ["C", "C", "C", "C", "C", "C", "N", "N", "O", "H", "H", "H", "H", "H", "H", "H", "H", "H", "H", "H", "H", "H"],
  "positions_angstrom": [[-0.7832, 1.4785, -0.0372], [1.5710, -0.7048, -0.0520], [0.1072, -0.9409, -0.5628], [3.5571, 0.6330, 0.1071], [-2.2080, -0.3205, -1.0042], [-1.2784, -0.2430, 1.3059], [2.2261, 0.3403, -0.2944], [-1.0977, -0.1005, -0.0837], [-1.7540, 2.1469, 0.1093], [-2.9297, 1.8861, 0.1337], [2.1495, -1.5802, 0.2491], [0.1755, -0.7470, -1.6404], [-0.2771, -1.9527, -0.5221], [3.5374, 1.7214, 0.4625], [3.8659, 0.1209, 0.9700], [4.3980, 0.4662, -0.5585], [-2.5674, -1.3462, -0.8047], [-2.9872, 0.3537, -0.8953], [-1.8807, -0.3734, -2.0541], [-1.3483, -1.2756, 1.5169], [-0.4452, 0.1512, 1.8010], [-2.0310, 0.2868, 1.8538]],
  "forces_ev_per_a": [[3.952, -2.168, -0.949], [0.654, -0.255, -0.317], [0.437, 1.080, -1.050], [0.290, 2.098, 1.113], [0.728, -3.454, -0.557], [-0.730, -1.392, 2.093], [-2.035, 0.467, -0.892], [1.177, 2.197, -2.217], [-6.964, 2.444, 0.515], [4.028, 0.256, -0.111], [-0.610, -0.473, 0.673], [-0.095, 0.239, 0.223], [0.392, -0.364, 0.595], [0.301, -1.315, -0.926], [0.173, -1.220, 1.460], [-0.528, 0.200, -0.918], [-0.304, 0.508, 0.021], [-1.479, 1.213, 0.335], [0.177, 0.534, 0.514], [-0.175, -1.187, 0.570], [1.920, 0.298, 0.527], [-1.308, 0.293, -0.704]],
  "molar_mass_da": 129.183,
  "total_charge": 1,
  "e_homo_ev": -12.68,
  "e_tot_ev": -11447.75247,
  "lumo_ha": -0.153
}

No. 2
{
  "formula": "C4H6N2",
  "method": "ωB97M-V/def2-TZVPD",
  "elements": ["C", "C", "C", "H", "H", "H", "H", "C", "N", "N", "H", "H"],
  "positions_angstrom": [[1.0565, 0.9870, -0.1764], [0.8544, 0.3304, 0.9271], [1.5467, -0.4116, -0.1820], [0.8329, 1.7576, -0.8903], [0.6465, 0.3860, 1.9869], [1.2043, -1.3280, -0.8473], [2.6393, -0.6878, -0.0897], [-1.8171, -0.2317, -0.7977], [-1.8143, 0.8714, -0.1651], [-2.1758, -0.3469, 0.5527], [-1.5881, -0.7965, -1.5809], [-1.3852, -0.5299, 1.2625]],
  "forces_ev_per_a": [[-0.560, -0.777, -0.270], [0.777, 0.374, -0.289], [1.666, -2.739, -0.777], [0.203, 0.410, 0.402], [-0.232, -0.184, -0.273], [-0.681, 1.932, 1.383], [-0.813, 0.993, 0.089], [-0.014, 4.102, 4.741], [-0.015, -0.109, -3.414], [-0.342, -1.941, 3.402], [0.796, -1.881, -3.342], [-0.785, -0.181, -1.652]],
  "smiles": "C1=CC1.C1=NN1",
  "molar_mass_da": 82.106,
  "total_charge": 0,
  "e_homo_ev": -8.90,
  "e_tot_ev": -7218.10900,
  "lumo_ha": 0.034
}

No. 3
{
  "formula": "C24H66BeN7O9Sr",
  "method": "ωB97M-V/def2-TZVPD",
  "elements": ["Sr", "Be", "N", "O", "O", "O", "C", "C", "C", "O", "C", "N", "H", "H", "H", "H", "H", "H", "H", "H", "H", "H", "H", "C", "C", "C", "O", "C", "N", "H", "H", "H", "H", "H", "H", "H", "H", "H", "H", "H", "C", "C", "C", "O", "C", "N", "H", "H", "H", "H", "H", "H", "H", "H", "H", "H", "H", "C", "C", "C", "O", "C", "N", "H", "H", "H", "H", "H", "H", "H", "H", "H", "H", "H", "C", "C", "C", "O", "C", "N", "H", "H", "H", "H", "H", "H", "H", "H", "H", "H", "H", "C", "C", "C", "O", "C", "N", "H", "H", "H", "H", "H", "H", "H", "H", "H", "H", "H"],
  "positions_angstrom": [[-2.9183, -16.2387, 18.2333], [-1.7981, -9.6885, 15.6604], [-1.4935, -12.9978, 17.3079], [-1.8164, -12.1282, 16.5380], [-1.9188, -14.1836, 17.0576], [-0.9491, -12.7410, 18.3827], [-2.1819, -9.6621, 19.3965], [-2.8858, -8.6146, 18.5227], [-1.9529, -7.5069, 18.0428], [-0.9551, -8.0805, 17.2575], [0.2223, -7.2753, 17.3263], [-3.5652, -9.2343, 17.4064], [-1.4295, -10.2372, 18.8569], [-2.8956, -10.3429, 19.8603], [-1.6266, -9.1652, 20.1921], [-3.7008, -8.1544, 19.0814], [-1.5010, -7.1159, 18.9544], [-2.5012, -6.7687, 17.4575], [0.5827, -7.2619, 16.2977], [0.8533, -7.7986, 18.0448], [0.0195, -6.2393, 17.5977], [-4.3232, -8.5822, 17.2637], [-4.1103, -10.0219, 17.7268], [4.7047, -17.7392, 15.3078], [4.0356, -16.3609, 15.6964], [2.5065, -16.4142, 15.7423], [2.0690, -15.0696, 15.9150], [0.7450, -14.8053, 15.4378], [4.4215, -16.0603, 17.0839], [4.6186, -18.0844, 14.2775], [4.3834, -18.5753, 15.9289], [5.7769, -17.6187, 15.4622], [4.3114, -15.5488, 15.0238], [2.0704, -17.0272, 16.5311], [2.1451, -16.8569, 14.8142], [0.6799, -14.8957, 14.3535], [0.4319, -13.8092, 15.7505], [-0.0303, -15.4444, 15.8604], [4.3026, -16.8211, 17.7375], [5.4285, -16.0151, 17.0213], [-2.3966, -14.4167, 22.0332], [-3.7354, -14.3047, 21.3531], [-4.5340, -13.0902, 21.7938], [-4.5968, -12.9857, 23.2218], [-5.7726, -12.4798, 23.7682], [-3.6202, -14.2731, 19.8791], [-2.0844, -15.4318, 21.7883], [-2.3975, -14.2630, 23.1124], [-1.6701, -13.6942, 21.6614], [-4.3427, -15.1689, 21.6224], [-5.5212, -13.1301, 21.3335], [-4.0497, -12.2146, 21.3614], [-6.6320, -13.0775, 23.4645], [-5.9321, -11.4157, 23.5942], [-5.7466, -12.6428, 24.8456], [-4.3554, -13.6512, 19.5745], [-2.7322, -13.8119, 19.7420], [1.2043, -10.4108, 20.2058], [2.5729, -11.0622, 19.9451], [3.6446, -10.8036, 20.9853], [4.0568, -9.4499, 21.0805], [4.8657, -8.9384, 19.9987], [2.3194, -12.4412, 19.6105], [0.7392, -10.8327, 21.0967], [0.5886, -10.4515, 19.3072], [1.2312, -9.3325, 20.3630], [2.9783, -10.7012, 18.9998], [4.5041, -11.4293, 20.7446], [3.4066, -11.1103, 22.0038], [5.9117, -8.9163, 20.3046], [4.6988, -7.9042, 19.6976], [4.7946, -9.6126, 19.1451], [1.3490, -12.3411, 19.3489], [2.2108, -12.8347, 20.5343], [-6.2055, -16.3875, 18.9956], [-5.9049, -17.2297, 17.8027], [-5.7491, -16.3262, 16.5123], [-4.7574, -15.3605, 16.8356], [-4.7698, -14.3968, 15.8175], [-4.7386, -18.0460, 17.9066], [-5.4871, -15.5683, 19.0231], [-6.1835, -16.9215, 19.9456], [-7.1734, -15.8875, 19.0301], [-6.7972, -17.7957, 17.5351], [-6.6723, -15.7754, 16.3323], [-5.3897, -16.8007, 15.5992], [-3.9713, -14.6187, 15.1095], [-4.4488, -13.4255, 16.1938], [-5.7151, -14.3162, 15.2809], [-4.7443, -18.6882, 17.1272], [-4.9443, -18.6648, 18.6778], [-4.1314, -10.2393, 12.5282], [-3.9092, -11.2601, 13.6257], [-2.5895, -12.0465, 13.4296], [-1.4225, -11.1956, 13.5486], [-0.1928, -11.9802, 13.3369], [-4.1161, -10.6178, 14.9023], [-3.2995, -9.5353, 12.5052], [-5.0507, -9.6813, 12.7057], [-4.0910, -10.6693, 11.5275], [-4.7752, -11.9200, 13.5743], [-2.5871, -12.6127, 12.4982], [-2.6271, -12.8891, 14.1200], [0.7429, -11.4342, 13.4571], [-0.0585, -12.5101, 12.3939], [-0.3043, -12.7716, 14.0780], [-4.2952, -11.3799, 15.5405], [-5.0701, -10.3106, 14.7775]],
  "forces_ev_per_a": [[0.631, 0.895, 0.115], [-2.344, -0.903, 1.622], [-0.561, -1.710, 3.221], [-0.442, 2.694, -2.809], [0.270, -0.005, 0.202], [0.097, -0.548, -0.736], [0.219, 0.589, -0.124], [0.165, -0.241, 1.486], [-1.608, -0.980, 0.916], [-0.658, -1.220, -1.543], [0.969, -0.304, -1.067], [0.628, 0.063, -1.336], [-0.228, -0.087, -0.224], [-0.046, -0.009, -0.058], [-0.144, 0.022, 0.140], [0.388, 0.375, 0.632], [-0.031, 0.433, -0.172], [0.064, 0.367, 0.224], [0.722, 0.010, 0.330], [0.464, 0.478, -0.190], [-0.189, -0.198, 0.169], [-0.152, 0.360, -1.310], [0.464, -0.783, 0.054], [-0.057, 0.808, -0.422], [-0.837, -2.575, 1.491], [0.115, 0.317, -0.991], [-1.554, 0.438, -0.470], [0.941, -0.306, 0.445], [1.206, 1.037, -0.529], [-0.343, 0.314, -0.191], [-0.203, 0.224, 0.262], [0.048, -0.027, 0.111], [0.178, -0.064, 0.164], [0.401, -0.212, 0.418], [-0.237, 0.216, -0.428], [0.077, 0.010, -0.228], [0.514, 0.169, -0.051], [0.072, -0.588, 0.205], [-0.573, -0.471, -0.276], [0.416, 0.530, 0.466], [0.278, -0.335, -0.385], [-1.122, 0.061, 1.279], [-0.072, 0.515, 1.066], [1.134, -0.669, -1.643], [-1.009, -0.175, 0.771], [0.663, -0.535, 0.384], [0.724, -0.047, 0.365], [-0.469, -0.296, -0.100], [0.055, 0.054, -0.325], [0.026, -0.209, 0.092], [-0.446, -0.108, 0.159], [0.241, 0.502, 0.065], [-0.247, 0.167, -0.439], [0.025, 0.045, -0.242], [0.392, 0.167, -0.004], [-0.045, 0.157, -0.573], [0.270, 0.717, -0.524], [0.674, 1.369, 0.101], [-0.187, 1.749, -0.994], [0.950, -0.094, 0.014], [-0.413, 0.893, -0.514], [0.572, -1.028, 0.395], [-0.265, -0.636, 1.129], [-0.265, -0.241, -0.158], [-0.184, -0.734, 0.030], [0.491, 0.222, 0.396], [0.014, 0.835, 0.008], [0.208, -0.176, -0.307], [-0.564, 0.121, 0.049], [0.125, -0.323, 0.187], [-0.933, -0.086, 0.274], [-0.005, 0.205, -0.217], [-0.256, -0.951, -0.707], [0.107, -1.107, 0.309], [0.363, 0.785, 0.995], [-2.430, 1.250, -3.317], [-0.226, -0.422, 1.760], [-0.106, 0.480, 0.067], [1.504, 1.229, -0.963], [0.634, -0.917, 0.786], [0.047, 0.020, 0.435], [0.268, -0.282, -0.049], [-0.149, -0.254, -0.629], [-0.046, -0.522, 0.284], [-0.194, -0.356, -0.076], [-0.453, -0.673, 0.036], [-0.139, -0.276, -0.386], [-0.322, 0.013, 0.452], [-0.069, -0.089, 0.295], [0.264, -0.136, -0.434], [0.416, -0.393, 0.540], [0.767, 0.406, -0.187], [0.027, -0.451, -2.282], [-0.873, -0.117, 0.591], [-0.144, 0.240, 0.118], [-0.214, -0.992, 1.069], [1.372, -0.113, 0.677], [0.034, 0.301, 0.226], [-0.047, -0.052, -0.311], [-0.459, -0.210, 0.128], [0.390, -0.964, -0.606], [0.027, 0.779, -0.611], [0.778, 0.228, 0.853], [-0.543, 0.548, 0.405], [-0.964, 0.514, -0.532], [0.646, 0.049, 0.106], [0.659, -0.167, 0.777], [-0.125, 1.402, 0.326]],
  "molar_mass_da": 693.464,
  "total_charge": 3,
  "e_homo_ev": -13.85,
  "e_tot_ev": -56021.43097,
  "lumo_ha": -0.389
}

Table of Kohn-Sham gap (eV), in record order: 8.514 9.826 3.272